# 1
Below is a 27-piece molecular cluster, C26H89BrClF8N4O32PS overall, with properties calculated with ωB97M-V with the def2-TZVPD basis set.

CARTESIAN COORDINATES (ANGSTROEM)
C -2.946 2.556 4.468
C -3.380 2.053 3.055
C -2.782 2.901 1.874
C -1.209 2.789 2.069
C -0.310 3.420 0.975
C -0.093 4.957 1.198
C -0.077 5.744 -0.141
S 0.287 7.525 0.224
O -0.791 1.515 2.572
C -0.425 0.536 1.684
Br -1.131 -1.159 2.562
C 1.117 0.373 1.681
C 1.658 -1.035 1.343
O 2.083 -1.754 2.511
C 1.842 -3.126 2.370
C 2.967 -3.900 1.633
F 3.869 -4.335 2.576
F 3.680 -3.155 0.749
C 2.456 -5.186 0.918
F 3.536 -5.762 0.316
F 2.040 -6.058 1.879
C 1.384 -4.947 -0.202
F 1.403 -3.692 -0.704
F 1.718 -5.770 -1.230
C -0.087 -5.338 0.216
F -0.439 -6.480 -0.429
F -0.978 -4.385 -0.172
O -1.065 0.530 0.422
C -0.261 0.583 -0.610
N 0.446 0.557 -1.520
N -3.283 2.359 0.607
O -2.970 3.136 -0.521
C -3.106 2.380 -1.716
C -2.087 2.728 -2.840
N -1.098 3.770 -2.517
C 0.017 3.526 -3.466
C 1.175 4.533 -3.315
C 2.328 3.891 -2.509
O 1.681 4.823 -4.633
C -4.665 2.004 0.461
C -5.669 2.912 -0.020
C -6.953 2.391 -0.188
N -7.417 1.157 0.069
C -6.497 0.296 0.522
C -5.153 0.695 0.699
P -3.367 4.668 2.344
O -5.027 4.558 2.656
Cl -3.270 5.969 0.709
H -1.860 2.583 4.623
H -3.323 1.781 5.162
H -3.463 3.477 4.770
H -3.194 0.979 2.912
H -4.477 2.163 3.097
H -1.042 3.483 2.915
H -0.554 3.167 -0.068
H 0.701 2.995 1.143
H 0.917 5.111 1.619
H -0.789 5.387 1.935
H -1.010 5.642 -0.698
H 0.809 5.391 -0.683
H -0.937 8.099 0.149
H 1.430 0.567 2.724
H 1.658 1.107 1.067
H 2.568 -0.872 0.731
H 0.995 -1.622 0.684
H 0.856 -3.356 1.917
H 1.798 -3.553 3.389
H -0.223 -5.505 1.295
H -4.117 2.467 -2.160
H -2.992 1.299 -1.496
H -2.643 3.046 -3.740
H -1.555 1.804 -3.119
H -1.509 4.673 -2.732
H 0.429 2.515 -3.367
H -0.376 3.611 -4.512
H 0.826 5.483 -2.868
H 2.709 2.988 -3.007
H 2.008 3.571 -1.501
H 3.168 4.599 -2.370
H 2.585 5.139 -4.510
H -5.399 3.940 -0.281
H -7.694 3.090 -0.602
H -6.761 -0.748 0.726
H -4.433 -0.061 1.038
H -5.472 4.979 1.900
O 2.671 -0.569 4.973
H 2.563 -1.392 4.482
H 3.596 -0.329 4.834
O -1.724 2.897 -6.315
H -0.977 3.146 -6.870
H -2.442 2.718 -6.941
O -3.817 2.153 -8.228
H -4.541 1.521 -8.187
H -3.493 2.086 -9.132
O 4.432 2.275 -1.423
H 4.314 1.472 -1.943
H 5.366 2.486 -1.529
O -8.785 2.584 2.918
H -8.609 1.994 2.173
H -8.108 3.263 2.827
O 3.002 -9.050 1.253
H 2.681 -8.197 1.563
H 3.959 -8.951 1.235
O -9.562 -1.301 -0.567
H -9.389 -1.889 -1.310
H -8.888 -0.612 -0.650
O -3.274 -2.562 5.091
H -3.208 -3.453 4.732
H -2.586 -2.064 4.632
O 5.879 -4.681 -1.125
H 5.552 -5.580 -1.242
H 5.332 -4.324 -0.417
O 4.289 1.231 6.450
H 4.922 0.726 6.975
H 3.461 0.743 6.544
O -6.323 5.511 -2.106
H -5.531 5.719 -2.620
H -6.994 5.326 -2.771
O 6.650 -4.868 -4.286
H 6.608 -4.711 -3.335
H 7.586 -5.045 -4.451
O 8.504 -6.930 -5.043
H 7.827 -7.616 -5.006
H 8.836 -6.976 -5.946
O -3.530 5.679 -3.403
H -3.064 5.766 -4.244
H -3.202 6.417 -2.875
O -3.660 -0.240 6.547
H -3.476 -0.129 7.485
H -3.946 -1.158 6.464
O 3.394 5.792 1.652
H 4.102 6.314 2.043
H 2.737 6.445 1.386
O -1.555 6.106 4.729
H -0.708 6.448 5.036
H -2.201 6.730 5.075
O 10.033 -8.073 -2.390
H 9.589 -7.573 -3.084
H 9.348 -8.672 -2.064
O 8.289 -10.553 -3.497
H 8.934 -11.055 -2.991
H 7.479 -11.077 -3.432
O 6.740 -0.392 7.605
H 6.711 -0.200 8.549
H 7.662 -0.611 7.437
O 8.438 -9.623 -0.249
H 9.268 -9.264 0.087
H 7.767 -9.033 0.109
O -10.140 0.590 -3.381
H -9.673 0.695 -2.545
H -10.958 0.146 -3.135
O 6.678 -13.139 -3.373
H 7.322 -13.645 -2.867
H 5.868 -13.657 -3.308
O -5.950 2.416 4.457
H -6.099 3.364 4.368
H -6.818 2.014 4.322
O 1.301 1.176 -5.211
H 1.909 0.631 -4.701
H 0.459 0.712 -5.145
O 3.971 -3.801 -3.459
H 3.930 -3.644 -2.511
H 4.905 -3.980 -3.623

Atoms 1-6, force components in eV/Å:
-0.3 -1.4 0.1
-0.8 1.0 0.4
-0.4 -0.7 -0.3
-0.7 2.5 -0.4
1.1 -0.4 0.3
0.1 -0.1 -0.6

Löwdin atomic charge list, values in e, 6 entries: -0.091, -0.215, -0.421, -0.248, -0.106, -0.261


# 2
Below is a 2-piece molecular cluster, C5H8O3S overall, with properties calculated with ωB97M-V with the def2-TZVPD basis set.

Properties
* energy above the lowest of the compared OMol25 structures with the same formula, charge and spin: 580.71 kJ/mol

CARTESIAN COORDINATES (ANGSTROEM)
C -1.039 -0.367 1.917
C -1.073 -1.099 -2.726
C -0.638 -1.146 -1.458
C -1.196 -0.657 0.769
C -0.285 -1.409 -3.996
O 2.387 2.357 4.829
O 1.236 3.367 2.789
O -1.595 -0.773 -0.482
S 1.342 2.091 3.479
H 3.359 2.400 4.569
H -0.699 -0.133 2.881
H -2.050 -0.870 -3.002
H 0.409 -1.541 -1.190
H -0.668 -2.375 -4.270
H -0.426 -0.711 -4.732
H 0.764 -1.457 -3.907
H 0.170 2.323 4.530

Atoms 1-6, force components in eV/Å:
0.4 -0.2 -0.2
2.6 -0.2 0.3
0.3 -0.4 -1.3
-0.6 0.4 -1.1
-0.5 -1.5 2.7
0.8 -0.4 -1.2

natural (NBO) atomic charge list, values in e, 6 entries: -0.376, -0.215, 0.087, 0.320, -0.628, -0.911


HOMO energy across the listed records, respectively: -7.77, -8.95 eV.
Max |F| across the listed records, respectively: 0.05102, 0.08748 hartree/bohr.